Computed, not measured: a molecular structure, C27H35NO2S6V, with ωB97M-V/def2-TZVPD.

Last column: Mulliken charge in e.
Geometry (Å):
V  0.347914  -0.522991  0.621306  1.036
S  2.756468  -0.098120  -0.177577  0.732
C  2.732820  -1.138123  -1.753790  0.065
C  3.830878  -1.822141  -2.264415  -0.284
C  3.710819  -2.636057  -3.378987  -0.872
C  2.483384  -2.762325  -4.013443  -0.796
C  1.389584  -2.061280  -3.539483  -0.613
C  1.505557  -1.262845  -2.406062  0.243
S  0.092699  -0.313505  -1.856062  -0.161
C  -1.240071  -1.563432  -1.869849  -1.264
C  -2.215807  -1.358929  -0.737719  0.252
C  -3.545692  -1.711346  -0.890369  -1.067
C  -4.384108  -1.649244  0.211175  -0.790
C  -3.870886  -1.241333  1.430965  -0.946
C  -2.536104  -0.879759  1.509571  0.401
C  -1.911097  -0.398127  2.787893  -1.001
S  -0.204123  -0.991964  3.012697  -0.344
C  -0.486350  -2.754125  3.007241  -0.066
C  -1.128500  -3.305281  4.115403  -0.483
C  -1.376227  -4.661711  4.189465  -0.705
C  -0.948286  -5.477837  3.145914  -0.533
C  -0.290081  -4.938664  2.059614  -0.741
C  -0.037740  -3.561208  1.950202  0.843
S  0.824510  -2.980001  0.530800  -0.419
N  -1.733602  -0.931338  0.437988  1.482
H  4.797316  -1.732593  -1.785477  0.374
H  4.575100  -3.169578  -3.752102  0.395
H  2.380859  -3.394144  -4.885554  0.411
H  0.439329  -2.130234  -4.053813  0.430
H  -0.755700  -2.532782  -1.725910  0.609
H  -1.762263  -1.544327  -2.825130  0.646
H  -3.912322  -2.040850  -1.852632  0.528
H  -5.425481  -1.928623  0.121348  0.442
H  -4.493772  -1.204195  2.313931  0.523
H  -2.523239  -0.674590  3.645204  0.572
H  -1.814589  0.691257  2.772624  0.347
H  -1.424012  -2.652323  4.928833  0.432
H  -1.879223  -5.080482  5.050728  0.387
H  -1.124109  -6.545693  3.185381  0.360
H  0.048677  -5.577776  1.254287  0.463
C  1.707065  5.826537  1.315244  -1.616
C  1.102851  4.558621  0.723183  0.683
C  0.571468  4.803428  -0.683096  -0.828
S  -0.040862  3.311984  -1.498055  0.713
O  -0.567947  3.738360  -2.831445  -0.832
C  -1.444086  3.007682  -0.393149  -0.497
C  -2.476768  2.091052  -1.050686  0.678
C  -3.492411  2.846078  -1.900766  -1.632
H  2.099944  5.633123  2.313473  0.404
H  0.963122  6.622633  1.391733  0.368
H  2.528089  6.197888  0.697734  0.342
H  0.307946  4.189227  1.371625  0.164
H  1.847536  3.761017  0.706527  -0.283
H  1.369749  5.158806  -1.340495  0.471
H  -0.236390  5.539768  -0.716332  0.354
H  -1.895006  3.967079  -0.124718  0.813
H  -0.980383  2.553000  0.484824  -0.310
H  -2.992727  1.524005  -0.269739  0.163
H  -1.963539  1.354879  -1.677342  -0.355
H  -4.045221  3.562054  -1.287799  0.353
H  -4.214764  2.160491  -2.347338  0.458
H  -2.987748  3.393640  -2.695286  0.311
C  3.369253  1.366723  -1.038257  -0.798
S  2.224052  1.260942  1.853004  -0.308
C  4.138369  -0.932516  0.602741  -1.389
O  0.721621  1.382188  1.161254  -0.587
H  4.096404  1.072062  -1.791802  0.544
H  3.771235  2.034088  -0.284317  0.423
H  2.489432  1.817664  -1.500108  0.014
H  5.082349  -0.598757  0.177323  0.404
H  3.990553  -2.001754  0.465465  0.432
H  4.064254  -0.663374  1.652415  0.452

Forces on atoms 1 to 3 (eV/Å):
0.2 0.1 0.3
0.0 -0.1 0.0
0.1 0.0 0.0

Orbital gap (alpha / beta) = 6.38 / 6.42 eV
Multiplicity = 4
⟨S²⟩ = 3.768
LUMO (alpha / beta) = 0.17 / -0.07 eV
E_HOMO (alpha / beta) = -6.22 / -6.49 eV

Computed, not measured: a single C22H31N3O2 molecule, with ωB97M-V/def2-TZVPD.

Last column: Mulliken charge in e.
Geometry (Å):
C  0.259065  1.721673  3.378481  -1.709
C  0.303197  1.072944  2.037302  0.387
C  -0.524425  0.138017  1.484736  -0.944
C  -0.053572  -0.130753  0.162181  1.715
C  -0.633816  -1.025571  -0.860570  0.382
O  -0.754193  -0.670653  -2.029873  -0.601
N  -1.047895  -2.274034  -0.475932  0.359
C  -1.596489  -3.122048  -1.517927  -0.868
C  -0.512388  -3.824208  -2.392151  -0.829
N  0.824453  -3.659037  -1.860315  0.430
C  1.695873  -2.727183  -2.347894  0.879
O  2.669994  -2.342646  -1.713573  -0.627
C  1.562325  -2.269101  -3.761469  -0.124
C  0.825643  -1.424845  -4.485759  -0.422
C  1.689940  -1.552251  -5.720568  -0.474
C  2.570368  -2.521312  -4.869706  -1.045
C  1.103391  -4.337771  -0.583872  -0.766
C  2.461472  -5.040239  -0.594246  -1.180
C  2.696459  -5.790648  0.711588  -0.818
C  2.612867  -4.826879  1.892075  -0.677
C  1.244980  -4.157437  1.926567  -1.227
C  0.903657  -3.423867  0.629324  2.146
C  -0.542581  -2.937985  0.718280  -2.236
C  1.049003  0.666349  -0.049691  -0.367
C  1.931099  0.808920  -1.240872  -1.541
N  1.267653  1.376930  1.099580  0.168
C  2.320348  2.355475  1.264632  -1.142
H  -0.607546  1.352948  3.924000  0.388
H  1.146997  1.496512  3.974538  0.366
H  0.171423  2.808387  3.308934  0.344
H  -1.397779  -0.280326  1.958930  0.614
H  -2.232946  -3.865966  -1.036184  0.312
H  -2.223634  -2.503431  -2.154230  0.511
H  -0.727381  -4.893858  -2.453209  0.481
H  -0.535467  -3.424771  -3.402194  0.388
H  -0.049661  -0.839879  -4.244427  0.500
H  1.211421  -2.008556  -6.588662  0.272
H  2.193762  -0.636883  -6.034066  0.261
H  3.578065  -2.165653  -4.656298  0.268
H  2.616843  -3.547547  -5.238193  0.234
H  0.339456  -5.125503  -0.513477  0.669
H  2.497351  -5.716582  -1.451828  0.360
H  3.246438  -4.297323  -0.727948  0.356
H  1.941313  -6.576501  0.835535  0.345
H  3.667793  -6.287930  0.686112  0.412
H  2.797015  -5.349572  2.833075  0.394
H  3.392544  -4.065035  1.789535  0.373
H  0.483876  -4.928936  2.106551  0.390
H  1.177056  -3.454864  2.761895  0.383
H  1.563695  -2.559166  0.511490  -0.134
H  -0.641864  -2.282915  1.579854  0.054
H  -1.190460  -3.801681  0.899156  0.615
H  1.533297  0.219674  -2.061095  -0.028
H  1.988695  1.850793  -1.566374  0.529
H  2.944443  0.455809  -1.037092  0.375
H  3.236463  1.997994  0.798777  0.385
H  2.049197  3.312577  0.814111  0.304
H  2.512854  2.510197  2.323136  0.410

Forces on atoms 1 to 3 (eV/Å):
0.0 0.0 0.0
0.0 0.0 0.0
0.0 0.0 0.0

Orbital gap = 8.62 eV
Structure (SMILES) = Cc1cc(C(=O)N2CCN(C(=O)C3=CCC3)[C@H]3CCCC[C@@H]3C2)c(C)n1C
LUMO = 0.81 eV
E_HOMO = -7.81 eV

Results for ΔE to the lowest compared entry with this formula, charge and spin: 73.7 39.6 (in kcal/mol, following the order of the records).
Results for electronic energy: -4588.17498 -1171.66532 (in Eh, following the order of the records).